ORCA calculation (wB97M-V/def2-TZVPD) on a single C2H6NO3P molecule at a distorted geometry.

Structure (XYZ):
```
13
Properties=species:S:1:pos:R:3:lowdin_charge:R:1
C 0.504 -1.565 -1.249 -0.017
C -0.153 1.778 0.958 -0.151
N 0.093 -0.189 -1.004 -0.213
O -0.419 0.398 -1.859 0.140
O 0.551 -0.582 2.006 -0.296
O -1.718 -0.560 0.810 -0.271
P -0.388 -0.037 1.018 0.386
H 0.493 -1.844 -2.263 0.085
H 0.129 -2.265 -0.549 0.091
H 1.539 -1.413 -0.937 0.113
H -0.940 2.279 0.398 0.051
H -0.550 2.035 1.933 0.048
H 0.860 1.966 0.738 0.035
```

* total charge: 0
* electronic energy: -701.57377 hartree
* spin multiplicity: 1
* Kohn-Sham gap: 0.3269 Ha

ORCA calculation (wB97M-V/def2-TZVPD) on 2 unconnected molecules or ions with the total composition C2H6NO3S3 at a distorted geometry.

Structure (XYZ):
```
15
Properties=species:S:1:pos:R:3:lowdin_charge:R:1
C -0.109 -1.398 0.011 -0.819
C 0.651 -0.008 0.112 -0.156
N -0.318 1.018 -0.246 0.132
O -4.287 -0.639 1.686 -0.269
O -2.890 1.002 0.604 -0.403
O -1.268 -1.400 -0.304 -0.012
S -4.760 -0.309 -1.217 0.470
S 0.862 -2.813 0.268 0.889
S -3.996 0.052 0.509 0.373
H 1.664 -0.190 -0.432 0.160
H 1.106 0.034 1.165 0.158
H -1.422 0.982 0.106 0.135
H -0.686 0.958 -1.206 0.182
H -0.096 1.889 0.236 0.174
H -0.063 -3.749 -0.282 -0.017
```

* total charge: +1
* electronic energy: -1554.50806 hartree
* spin multiplicity: 1
* Kohn-Sham gap: 0.3314 Ha

ORCA calculation (wB97M-V/def2-TZVPD) on 2 unconnected molecules or ions with the total composition C2H6NOS at a distorted geometry.

Structure (XYZ):
```
11
Properties=species:S:1:pos:R:3:lowdin_charge:R:1
C -1.910 -1.075 -1.216 -0.764
S -0.753 -2.056 -0.238 0.056
H -2.659 -0.758 -0.544 -0.047
H -2.357 -1.546 -2.095 -0.018
H -1.612 -0.230 -1.833 -0.016
C 2.047 1.028 1.362 -0.457
N 1.070 0.782 0.528 0.096
O 2.422 2.208 1.668 -0.119
H 2.151 0.135 2.049 0.135
H 0.848 -0.185 0.330 -0.039
H 0.753 1.696 -0.012 0.174
```

* total charge: -1
* electronic energy: -608.00398 hartree
* spin multiplicity: 1
* Kohn-Sham gap: 0.2470 Ha